Record 1
Density functional theory data (the ωB97M-V functional and the def2-TZVPD basis) for a cluster of 6 separate species, C13H28Cl10FP in total.

Values from the calculation:
molar mass: 588.869 g/mol
orbital gap: 9.4222 eV
spin multiplicity: 1
maximum force: 0.8 eV/A
highest occupied orbital energy: -9.033 eV
energy above the lowest of the compared OMol25 structures with the same formula, charge and spin: 0.00 kcal per mole

Each line ends with the natural charge from an NBO analysis.
CARTESIAN COORDINATES (ANGSTROEM)
Cl 0.134 -5.524 -0.540  -0.062
C -0.380 -4.737 0.973  -0.395
C 0.425 -5.206 2.156  -0.383
Cl 0.083 -6.911 2.573  -0.075
H -1.440 -4.938 1.110  0.222
H -0.233 -3.666 0.839  0.239
H 0.173 -4.610 3.032  0.223
H 1.490 -5.124 1.967  0.231
Cl 2.489 -2.582 1.676  -0.077
C 2.994 -1.428 0.411  -0.380
C 1.884 -0.484 0.036  -0.394
Cl 0.548 -1.320 -0.801  -0.064
H 3.329 -2.007 -0.446  0.228
H 3.837 -0.865 0.810  0.227
H 2.267 0.275 -0.642  0.239
H 1.469 0.006 0.914  0.220
Cl 3.827 2.391 -1.008  -0.071
C 3.018 3.974 -1.166  -0.382
C 1.518 3.835 -1.189  -0.388
Cl 0.947 3.018 -2.665  -0.062
H 3.390 4.442 -2.073  0.229
H 3.318 4.574 -0.309  0.227
H 1.060 4.823 -1.172  0.233
H 1.158 3.265 -0.337  0.222
Cl -0.354 6.122 -4.244  -0.064
C -1.265 4.739 -4.900  -0.388
C -2.175 5.148 -6.029  -0.383
Cl -3.522 6.172 -5.463  -0.071
H -1.822 4.291 -4.081  0.228
H -0.533 4.018 -5.262  0.228
H -2.618 4.262 -6.482  0.225
H -1.636 5.703 -6.792  0.225
Cl -3.944 11.241 -3.719  -0.062
C -4.888 9.878 -4.374  -0.389
C -5.789 10.302 -5.505  -0.386
Cl -7.118 11.353 -4.952  -0.061
H -5.457 9.445 -3.556  0.223
H -4.173 9.140 -4.735  0.229
H -6.245 9.421 -5.955  0.223
H -5.235 10.841 -6.270  0.223
F 0.346 -6.143 7.231  -0.379
C 0.706 -6.707 6.003  0.051
C 0.643 -8.225 6.092  -0.444
C 1.829 -8.930 5.420  -0.682
P 3.443 -8.840 6.325  0.280
H -0.001 -6.348 5.259  0.170
H 1.705 -6.346 5.755  0.160
H -0.295 -8.592 5.671  0.210
H 0.635 -8.489 7.151  0.221
H 1.980 -8.566 4.403  0.235
H 1.599 -9.994 5.344  0.228
H 2.965 -8.518 7.611  -0.026
H 3.913 -7.579 5.904  -0.030

Record 2
Density functional theory data (the ωB97M-V functional and the def2-TZVPD basis) for an isolated molecule of C5H11N4O2P.

Values from the calculation:
molar mass: 190.143 g/mol
orbital gap: 9.1952 eV
spin multiplicity: 1
maximum force: 4.3 eV/A
highest occupied orbital energy: -8.450 eV
energy above the lowest of the compared OMol25 structures with the same formula, charge and spin: 0.00 kcal per mole

Each line ends with the natural charge from an NBO analysis.
CARTESIAN COORDINATES (ANGSTROEM)
C -0.122 -1.250 -1.363  -0.447
N -0.568 -0.678 -0.088  -0.584
N 0.337 0.193 0.571  -0.046
C 1.442 -0.575 1.011  -0.037
C 2.650 -0.099 0.714  -0.283
C 2.765 0.851 -0.409  -0.293
C 1.712 1.463 -0.901  0.105
O 0.584 1.492 -0.083  -0.414
P -2.071 0.265 -0.127  2.306
N -1.905 1.403 1.123  -1.148
N -3.115 -0.792 0.692  -1.199
O -2.523 0.649 -1.436  -1.078
H 0.805 -0.838 -1.724  0.211
H 0.065 -2.275 -1.078  0.199
H -0.861 -1.149 -2.081  0.227
H 1.449 -1.318 1.772  0.227
H 3.420 -0.534 1.316  0.223
H 3.719 0.921 -0.941  0.229
H 1.492 2.130 -1.692  0.214
H -2.075 0.955 1.953  0.382
H -0.988 1.917 1.110  0.420
H -3.631 -1.431 0.175  0.397
H -2.580 -1.301 1.486  0.391

Record 3
Density functional theory data (the ωB97M-V functional and the def2-TZVPD basis) for a cluster of 2 separate species, C2H4N2O2 in total.

Values from the calculation:
molar mass: 88.066 g/mol
orbital gap: 10.9702 eV
spin multiplicity: 1
maximum force: 4.1 eV/A
highest occupied orbital energy: -9.962 eV
energy above the lowest of the compared OMol25 structures with the same formula, charge and spin: 95.02 kcal per mole

Each line ends with the natural charge from an NBO analysis.
CARTESIAN COORDINATES (ANGSTROEM)
N -1.607 -0.671 0.286  -0.110
N -1.520 -1.580 0.886  0.449
O -1.327 -2.539 1.474  -0.338
C 0.944 0.183 -0.590  -0.743
C 0.234 1.391 -0.110  0.451
O -0.056 1.544 1.026  -0.514
H 1.842 0.363 -1.240  0.235
H 0.176 -0.449 -1.175  0.245
H 1.282 -0.266 0.414  0.229
H 0.032 2.025 -0.971  0.096